No. 1
This record from OMol25 describes a molecular structure, C19H23N3O4Pt. The level of theory is ωB97M-V with the def2-TZVPD basis set.

Each line ends with the Mulliken charge.
CARTESIAN COORDINATES (ANGSTROEM)
Pt 7.283 10.570 29.452  0.000
O 6.552 7.811 31.218  -0.824
O 4.358 9.825 30.979  -0.313
O 6.034 14.246 28.255  -0.401
O 3.666 16.227 28.390  -0.822
N 6.487 8.938 25.949  -0.241
N 9.082 12.621 32.527  -0.268
N 11.123 11.375 28.154  -0.297
C 12.199 10.754 28.625  -0.284
C 4.744 16.379 27.500  -0.348
C 10.294 14.043 34.577  -0.127
C 9.726 13.805 32.337  -0.283
C 12.682 12.654 26.750  -0.209
C 5.439 7.761 32.056  -0.463
C 9.650 12.843 34.883  -0.348
C 11.426 12.389 27.226  -0.328
C 13.801 11.961 27.249  -0.270
C 4.179 8.667 31.782  -0.254
C 6.943 9.289 24.688  -0.360
C 6.603 8.644 23.503  -0.260
C 5.677 7.568 23.594  -0.260
C 10.332 14.494 33.317  -0.342
C 13.548 11.047 28.275  -0.393
C 9.050 12.127 33.783  -0.373
C 5.658 7.884 25.934  -0.183
C 6.130 15.612 27.778  -0.276
C 5.228 7.151 24.855  -0.377
H 14.758 12.341 26.925  0.352
H 5.080 6.732 32.058  0.194
H 3.489 8.116 31.143  0.189
H 4.931 17.430 27.281  0.256
H 9.610 14.307 31.387  0.360
H 5.502 6.969 22.712  0.332
H 10.644 13.022 26.833  0.379
H 14.368 10.438 28.624  0.344
H 6.731 15.487 26.877  0.234
H 12.786 13.334 25.917  0.340
H 9.751 12.519 35.908  0.330
H 6.698 16.181 28.513  0.198
H 10.796 14.607 35.349  0.326
H 5.831 7.755 33.073  0.230
H 5.341 7.452 26.871  0.335
H 4.568 6.313 25.021  0.358
H 7.599 10.140 24.584  0.313
H 8.711 11.115 33.949  0.395
H 12.085 10.141 29.507  0.355
H 3.619 8.978 32.664  0.276
H 10.950 15.314 32.980  0.320
H 4.540 15.968 26.512  0.151
H 6.945 8.843 22.498  0.338

Summary:
<S²> = 2.016
E_HOMO (spin up / spin down) = -0.57 / -0.50 eV
E = -35968.553 eV
LUMO level (spin up / spin down) = 0.1457 / 0.1457 hartree
spin multiplicity = 3
total charge = -2

No. 2
This record from OMol25 describes C4H6S2 in the gas phase. The level of theory is ωB97M-V with the def2-TZVPD basis set.

Each line ends with the Mulliken charge.
CARTESIAN COORDINATES (ANGSTROEM)
S 2.646 -0.486 0.105  -0.176
S 1.337 2.177 -0.382  -0.238
C 1.203 0.515 -0.165  0.179
C -0.118 -0.001 -0.139  0.576
C -1.095 0.697 0.598  -1.269
C -0.487 -1.112 -0.794  -0.705
H -2.063 0.256 0.243  0.303
H -1.199 1.795 0.306  0.343
H 0.397 -1.684 -1.311  0.205
H 1.841 -1.463 0.896  0.201
H -1.547 -1.429 -0.955  0.262
H -0.912 0.736 1.598  0.318

Summary:
E_HOMO = -8.72 eV
E = -25913.566 eV
LUMO level = -0.0274 hartree

No. 3
This record from OMol25 describes a gas-phase ion, C4H12NO (charge +1). The level of theory is ωB97M-V with the def2-TZVPD basis set.

Each line ends with the Mulliken charge.
CARTESIAN COORDINATES (ANGSTROEM)
O 0.050 -0.695 1.755  -0.524
N -0.592 0.308 -0.296  -0.313
C 0.529 1.293 0.581  -0.561
C -0.159 0.030 -1.716  -0.185
C 0.641 0.640 1.908  -0.272
C -0.379 -1.456 -2.098  -1.258
H -1.430 -1.724 -1.992  0.404
H 0.996 0.337 -1.692  0.172
H -0.648 0.702 -2.625  0.288
H -0.805 -0.670 0.095  0.437
H 1.340 1.521 -0.224  0.316
H 1.759 0.441 2.089  0.225
H 0.133 2.216 0.226  0.487
H -0.324 -0.794 2.615  0.318
H -0.192 -1.430 -3.188  0.371
H -1.521 0.792 -0.371  0.377
H 0.408 -2.229 -1.759  0.345
H 0.244 1.200 2.809  0.374

Summary:
E_HOMO = -15.29 eV
E = -7870.688 eV
LUMO level = -0.1251 hartree
total charge = +1

No. 4
This record from OMol25 describes a gas-phase ion, C21H36BBrF14N3O8P2S (charge +1). The level of theory is ωB97M-V with the def2-TZVPD basis set.

Each line ends with the Mulliken charge.
CARTESIAN COORDINATES (ANGSTROEM)
Br 4.494 -1.329 0.014  0.078
S -0.512 -4.508 -2.041  1.498
P 3.305 2.757 -2.931  0.772
P -4.344 -0.571 -0.018  0.640
F -0.822 -3.181 -1.200  -0.114
F 4.648 1.350 2.584  -0.318
F 4.978 3.992 1.257  -0.270
F 1.732 -2.725 -0.732  -0.195
F 0.408 -5.044 -0.869  -0.317
F 3.551 3.604 2.855  -0.266
F 2.869 3.709 0.795  -0.089
F 2.881 -4.327 -1.668  -0.351
F -0.228 -5.815 -2.857  -0.311
F -1.743 -5.191 -1.365  -0.323
F 0.474 -2.439 -3.341  -0.264
F 1.441 -4.320 -3.839  -0.264
F -1.452 -3.990 -3.197  -0.335
F 5.046 1.626 0.457  -0.279
O -4.578 0.705 0.889  -0.239
O 3.133 2.845 -4.375  -0.799
O -5.427 -0.965 -0.923  -0.808
O 0.693 0.882 1.117  0.261
O 3.624 4.092 -2.133  -0.522
O 4.484 1.819 -2.412  -0.544
O -0.756 3.194 1.451  -0.609
O -3.956 -1.668 1.072  -0.355
N 3.210 -0.312 -0.853  0.385
N 3.008 0.932 1.107  0.722
N 1.795 1.556 -0.825  0.850
C 0.463 4.576 -0.302  -0.900
C 3.070 -2.176 -2.592  -2.466
C -3.653 -3.007 0.619  0.037
C 1.778 1.119 1.953  -0.091
C 1.756 0.135 3.127  -1.383
C -1.729 0.460 0.030  0.133
C 1.791 2.054 -2.197  -0.364
C -2.827 -0.118 -0.864  -0.412
C 2.703 0.743 -0.253  -1.033
C 2.713 -0.759 -2.175  0.478
C -5.795 0.752 1.688  -0.308
C 0.559 -1.627 4.458  -1.535
C -4.577 -4.023 1.284  -1.394
C 3.884 3.314 1.594  0.473
C 0.535 1.714 -0.013  -0.523
C -0.630 1.090 -0.823  -1.435
C 0.962 -3.588 -2.832  0.340
C 0.523 -0.767 3.196  0.234
C -6.787 1.749 1.095  -1.114
C 4.131 1.771 1.421  0.589
C 2.178 -3.216 -1.917  1.152
B 0.094 3.219 0.398  1.293
H -1.088 4.062 1.709  0.295
H 1.748 2.146 2.331  0.243
H 3.034 -0.059 -2.942  0.368
H 1.556 -2.036 4.634  0.350
H 1.816 0.716 4.051  0.372
H -0.366 4.906 -0.939  0.268
H 2.659 -0.477 3.080  0.477
H -5.372 -3.499 1.812  0.335
H 3.080 4.837 -2.427  0.363
H 4.109 -2.444 -2.420  0.599
H -0.240 0.362 -1.541  0.278
H -6.228 -0.248 1.742  0.249
H 5.105 1.678 -3.147  0.402
H 0.481 -1.411 2.314  0.101
H -0.375 -0.147 3.201  0.243
H -2.608 -3.186 0.874  0.159
H 1.364 4.572 -0.910  0.032
H -1.307 -0.337 0.643  0.002
H -2.471 -0.993 -1.416  -0.015
H -6.899 2.632 1.723  0.313
H -7.764 1.290 0.958  0.330
H -3.141 0.615 -1.615  0.496
H -0.136 -2.463 4.388  0.408
H -6.441 2.065 0.112  0.315
H -4.040 -4.654 1.991  0.356
H -3.754 -3.053 -0.468  0.372
H 1.072 2.871 -2.240  0.656
H -1.089 1.887 -1.424  0.431
H 2.922 -2.226 -3.672  0.486
H 0.288 -1.040 5.338  0.363
H 0.594 5.351 0.458  0.358
H 1.439 1.329 -2.937  0.366
H -2.159 1.206 0.697  0.394
H -5.036 -4.673 0.540  0.325
H 1.627 -0.698 -2.102  0.111
H -5.475 1.027 2.691  0.396

Summary:
E_HOMO = -12.30 eV
E = -181385.997 eV
LUMO level = -0.1361 hartree
total charge = +1

No. 5
This record from OMol25 describes a molecular structure, C28H21F5N5O3RuS. The level of theory is ωB97M-V with the def2-TZVPD basis set.

Each line ends with the Mulliken charge.
CARTESIAN COORDINATES (ANGSTROEM)
Ru 0.313 -0.020 -0.381  0.670
S 1.501 2.165 -0.700  -0.340
F 6.068 -0.024 -1.256  -0.251
F 5.887 4.564 -0.247  -0.234
F 3.402 -0.134 -1.324  -0.095
F 3.203 4.456 -0.215  -0.274
F 7.300 2.321 -0.725  -0.225
O 1.131 -2.118 -1.118  0.536
O -6.620 -2.476 -0.641  -0.613
O -7.508 -0.518 -0.667  -0.592
N 2.618 3.012 4.835  -0.388
N -1.578 -1.269 -0.315  0.728
N 0.289 0.172 1.804  0.335
N -6.560 -1.264 -0.632  1.054
N -1.571 1.403 -0.587  0.496
C -5.197 0.711 -0.687  -0.562
C -3.952 2.851 -0.729  -0.594
C -5.208 -0.628 -0.585  -0.759
C -2.763 0.763 -0.568  -0.584
C 1.014 1.109 2.416  -0.197
C 5.263 3.433 -0.498  0.276
C -0.383 -0.716 2.549  -0.272
C -2.776 -0.663 -0.446  -0.217
C 1.111 1.184 3.796  0.047
C -1.519 -2.587 -0.192  -0.647
C -2.661 -3.382 -0.195  -1.141
C 0.809 -2.242 -2.505  -0.656
C -1.577 2.726 -0.653  -0.034
C 1.939 2.203 4.382  -0.254
C 6.001 2.278 -0.752  0.604
C -3.974 1.448 -0.666  1.020
C 3.201 2.159 -0.754  0.975
C 2.339 -2.768 -0.657  -0.745
C 0.656 -0.834 -3.052  -0.616
C -2.744 3.492 -0.703  -1.164
C 0.416 0.262 4.573  -0.257
C 3.994 1.018 -1.038  -0.448
C 2.592 -2.371 0.779  -0.909
C -0.349 -0.697 3.930  -1.010
C -3.984 -1.386 -0.444  0.822
C -3.892 -2.789 -0.308  -0.649
C 5.358 1.062 -1.026  -0.003
C 3.892 3.373 -0.495  0.173
H 0.477 0.301 5.652  0.542
H 1.620 -0.347 -3.175  0.201
H 0.147 -0.842 -4.016  0.489
H 2.199 -3.846 -0.739  0.414
H -2.569 -4.457 -0.113  0.513
H -0.911 -1.428 4.493  0.504
H 2.333 -1.320 0.924  -0.029
H 3.174 -2.485 -1.298  0.524
H -6.133 1.242 -0.788  0.616
H 1.583 -2.800 -3.030  0.566
H -0.627 3.237 -0.676  0.340
H -0.537 -3.021 -0.083  0.560
H 3.645 -2.493 1.029  0.440
H 0.020 -0.219 -2.368  0.020
H 2.003 -2.974 1.470  0.338
H -2.679 4.571 -0.726  0.482
H -4.881 3.403 -0.793  0.519
H -0.131 -2.789 -2.590  0.349
H -0.959 -1.457 2.017  0.454
H -4.789 -3.382 -0.294  0.666
H 1.532 1.826 1.798  0.490

Summary:
<S²> = 0.779
E_HOMO (spin up / spin down) = -14.73 / -15.09 eV
E = -69955.100 eV
LUMO level (spin up / spin down) = -0.2412 / -0.3250 hartree
spin multiplicity = 2
total charge = +2

No. 6
This record from OMol25 describes C3Cl4O2 in the gas phase. The level of theory is ωB97M-V with the def2-TZVPD basis set.

Each line ends with the Mulliken charge.
CARTESIAN COORDINATES (ANGSTROEM)
Cl 1.908 1.320 0.323  -0.184
Cl -2.589 0.381 -1.157  -0.122
Cl 2.088 -0.359 -1.896  -0.142
Cl -1.270 -2.184 1.649  -0.125
O 0.958 -1.076 0.173  -0.292
O -0.083 0.298 -1.278  -0.310
C 1.116 0.000 -0.650  0.665
C -0.522 -1.194 0.293  0.160
C -1.052 -0.423 -0.722  0.350

Summary:
E_HOMO = -9.49 eV
E = -57292.695 eV
LUMO level = 0.0067 hartree

| no. | largest force on an atom (eV/A) |
| --- | --- |
| 1 | 3.5 |
| 2 | 5.9 |
| 3 | 5.7 |
| 4 | 0.6 |
| 5 | 3.8 |
| 6 | 5.2 |